Entry 1:
This record from OMol25 describes a cluster of 8 separate species, C4H24O8 in total. The level of theory is ωB97M-V with the def2-TZVPD basis set.

Calculated values
**SMILES**: CCO.CCO.O.O.O.O.O.O
**E_tot**: -20916.9490 eV
**LUMO**: -0.1 eV

```
! RIJCOSX wB97M-V def2-TZVPD def2/J DEFGRID3
* xyz 0 1
C -2.5394 1.6857 -1.4356
C -3.7959 2.6117 -1.3792
O -3.9523 3.3300 -2.5458
H -1.6449 2.2942 -1.3027
H -2.4581 1.1216 -2.3647
H -2.6149 0.9382 -0.6459
H -3.7823 3.2504 -0.4961
H -4.6589 1.9503 -1.3027
H -4.7316 3.8895 -2.5093
C 4.4131 -0.6659 2.7905
C 3.3446 -0.0754 1.8593
O 3.9437 0.3012 0.6589
H 5.1412 0.1013 3.0540
H 4.8703 -1.5531 2.3525
H 3.9961 -0.8945 3.7713
H 2.9439 0.8541 2.2639
H 2.4679 -0.7151 1.7582
H 3.2089 0.4481 0.0589
O 0.3257 -0.2072 -0.1951
H -0.4107 0.0798 0.3449
H 0.3666 -1.1541 -0.0613
O 0.2635 -2.9769 -0.1715
H 0.9443 -3.6300 -0.3336
H -0.4836 -3.2753 -0.6901
O 2.0074 1.1133 -1.7134
H 1.3115 0.7228 -1.1847
H 1.7690 2.0380 -1.7788
O -0.4273 -2.4389 2.7372
H -0.8980 -1.6153 2.6089
H -0.2350 -2.7459 1.8512
O -0.0496 -0.6796 -3.4886
H -0.3918 0.1426 -3.8392
H 0.6683 -0.4150 -2.9134
O -2.6147 -1.1166 1.4264
H -2.9920 -1.6520 0.7283
H -3.3053 -1.0623 2.0870
*
```


Entry 2:
This record from OMol25 describes a structure of composition C4H25AlNO9S. The level of theory is ωB97M-V with the def2-TZVPD basis set.

Calculated values
**E_tot**: -41905.0770 eV
**LUMO**: 2.1 eV

```
! RIJCOSX wB97M-V def2-TZVPD def2/J DEFGRID3
* xyz -1 1
C 3.4287 -1.1077 2.5790
C 2.5376 0.1895 2.4585
S 1.1170 0.0362 3.6269
C -0.1660 1.2239 2.9786
Al -1.7085 0.1345 2.1993
O -3.2257 0.0592 3.3610
C -3.7623 -1.1268 3.1718
N -3.9938 -2.2544 3.1578
H 4.3212 -0.9864 1.9192
H 3.8146 -1.2601 3.6176
H 2.7898 -1.9687 2.2791
H 3.0842 1.1223 2.7296
H 2.1629 0.2005 1.4006
H -0.4687 1.9774 3.7531
H 0.3222 1.8150 2.1567
H -1.3226 -1.3982 1.9259
H -2.1484 0.7988 0.8177
O -3.3267 0.8327 -1.1917
H -4.2816 0.7481 -1.0877
H -3.1300 0.3219 -1.9876
O -2.5552 2.4333 -3.8610
H -2.0140 3.2228 -3.7384
H -2.6101 2.0480 -2.9744
O -0.9883 0.4815 -2.7211
H -0.3241 0.3899 -2.0261
H -0.4710 0.5346 -3.5355
O 1.2882 -3.7186 2.7101
H 1.1001 -2.9738 3.2977
H 1.3292 -4.4799 3.3017
O 1.9077 -6.3359 4.2544
H 1.0482 -6.7475 4.4017
H 2.5407 -7.0270 4.4753
O 0.1546 3.6546 -3.2143
H -0.1015 2.7723 -2.9111
H 0.8722 3.4897 -3.8377
O 1.5484 5.3405 -5.6238
H 1.3262 5.0046 -6.4991
H 0.8044 5.9092 -5.3949
O -0.0478 -0.9212 -5.0922
H -1.0038 -1.0069 -4.9905
H 0.1519 -1.4279 -5.8864
*
```


Entry 3:
This record from OMol25 describes a cluster of 7 separate species, C4H25N2O7 in total. The level of theory is ωB97M-V with the def2-TZVPD basis set.

Calculated values
**E_tot**: -21859.7918 eV
**LUMO**: -3.0 eV

```
! RIJCOSX wB97M-V def2-TZVPD def2/J DEFGRID3
* xyz 1 1
C 1.1641 2.0891 1.7113
O 2.0620 1.7115 0.7163
C -0.2780 1.7600 1.2528
C -1.1120 1.4358 2.5079
C -2.6139 1.4385 2.1455
N -3.0902 0.1236 1.6859
N -0.3123 0.5908 0.2221
H 1.4001 1.5783 2.6574
H 1.0708 3.1631 1.8729
H 3.0329 1.8942 0.8628
H -0.6834 2.7453 0.6869
H -0.8972 0.4234 2.9549
H -0.8403 2.1361 3.3089
H -3.0702 1.8426 3.0552
H -2.8843 2.0787 1.3052
H -3.9687 -0.2672 2.0850
H -3.1575 0.1611 0.6817
H -0.3568 0.7798 -0.7546
H -1.0079 -0.1069 0.5109
H 0.6169 0.1286 0.4366
H 2.0084 1.1417 -2.5298
H 1.3046 0.8859 -3.9098
O 1.2716 0.7054 -2.9563
H 1.3350 -3.1272 -1.4508
H 1.3868 -4.2251 -0.4445
O 0.7330 -3.6881 -0.9079
H -1.3425 -2.2843 0.3398
H 0.0992 -2.5163 0.2147
O -0.5300 -2.1179 0.8495
H 2.7782 -1.1823 -0.8618
H 4.0187 -1.8985 -0.2321
O 3.4084 -1.8952 -0.9683
H 1.9864 -1.2268 -2.7825
H 1.0737 -1.7138 -3.8190
O 1.2759 -1.8702 -2.8964
H -2.5526 0.0664 -2.8854
H -1.2953 -0.5966 -2.5596
O -2.0335 -0.1633 -2.1054
*
```


Entry 4:
This record from OMol25 describes a cluster of 8 separate species, C4H25N2O8 in total. The level of theory is ωB97M-V with the def2-TZVPD basis set.

Calculated values
**E_tot**: -23907.9442 eV
**LUMO**: -2.5 eV

```
! RIJCOSX wB97M-V def2-TZVPD def2/J DEFGRID3
* xyz 1 1
N 1.2905 -0.3645 0.2657
C 2.3917 0.4713 -0.3660
C 2.1554 0.4924 -1.8705
N 0.7711 0.7603 -2.1642
C 0.3888 2.1459 -1.9349
C -0.7751 2.3464 -0.9464
O -0.6918 1.8996 0.1714
H 1.6008 -0.8909 1.0771
H 0.9183 -1.0057 -0.4551
H 0.5783 0.3166 0.5765
H 2.3319 1.5003 0.0444
H 3.3858 0.2344 -0.0396
H 2.4605 -0.4508 -2.3578
H 2.8971 1.2634 -2.2263
H 0.5044 0.4824 -3.1061
H 1.2486 2.6439 -1.4473
H 0.1454 2.7010 -2.8394
H -1.5894 2.9748 -1.2665
H -4.2916 1.6201 0.3923
H -3.2937 0.8898 -0.5050
O -3.3518 1.4271 0.3011
H -0.6342 -0.6922 4.3886
H -0.5068 0.0481 3.0762
O -0.1760 0.0586 3.9847
H -3.7989 -1.2922 -2.1211
H -2.7937 -0.7256 -3.2119
O -3.1535 -0.6030 -2.3126
H -0.3872 -3.1910 2.0405
H 0.8328 -3.9315 2.4580
O 0.5734 -3.0937 2.0561
H -2.3832 -0.8905 1.3700
H -1.8793 0.1834 0.6748
O -1.5373 -0.7091 0.9192
H 1.7713 0.2431 3.3925
H 2.5835 1.4416 2.5551
O 2.1184 0.6033 2.5399
H 0.7584 -3.4484 -1.0181
H -0.6704 -2.7891 -1.2330
O 0.2076 -2.6695 -0.8622
*
```


Entry 5:
This record from OMol25 describes a cluster of 8 separate species, C4H25NO8 in total. The level of theory is ωB97M-V with the def2-TZVPD basis set.

Calculated values
**SMILES**: COC[C@H](C)N.O.O.O.O.O.O.O
**E_tot**: -22423.5966 eV
**LUMO**: 0.1 eV

```
! RIJCOSX wB97M-V def2-TZVPD def2/J DEFGRID3
* xyz 0 1
C 4.7952 -1.0549 1.2206
O 3.5203 -0.4331 1.1235
C 3.4582 0.7173 0.2817
C 1.9807 1.1066 0.2250
C 1.7195 2.0840 -0.9462
N 1.4760 1.6187 1.5454
H 5.4850 -0.3625 1.7033
H 5.1117 -1.3523 0.2209
H 4.7388 -2.0363 1.6914
H 4.1064 1.4805 0.7125
H 3.8745 0.5021 -0.7024
H 1.3735 0.2463 -0.0567
H 2.4555 2.8872 -0.9837
H 0.7194 2.5174 -0.9391
H 1.8695 1.5886 -1.9054
H 1.8618 1.0007 2.2450
H 1.9559 2.4918 1.7111
O -4.1766 -2.0785 -1.7725
H -4.8309 -2.4136 -1.1595
H -4.6788 -1.8347 -2.5501
O -2.4171 -3.8844 0.2257
H -2.4961 -3.8194 1.1774
H -1.6587 -3.3416 0.0102
O -3.6520 2.9207 0.4083
H -2.7998 2.7202 0.7952
H -3.8854 2.1314 -0.0803
O -1.4151 -0.1076 -0.5212
H -2.3550 -0.1027 -0.7024
H -1.1503 -1.0181 -0.6519
O -1.4124 1.7047 1.6044
H -0.4888 1.9543 1.5757
H -1.4904 0.9993 0.9621
O -0.1128 -2.7246 -0.4871
H 0.2173 -3.2477 -1.2176
H 0.6698 -2.4842 0.0090
O -4.0645 0.6923 -1.2352
H -4.3346 1.1527 -2.0297
H -3.9696 -0.2205 -1.5074
*
```


Entry 6:
This record from OMol25 describes a cluster of 10 separate species, C4H25NO9 in total. The level of theory is ωB97M-V with the def2-TZVPD basis set.

Calculated values
**SMILES**: C=C/C=C/N.O.O.O.O.O.O.O.O.O
**E_tot**: -24470.1257 eV
**LUMO**: -0.1 eV

```
! RIJCOSX wB97M-V def2-TZVPD def2/J DEFGRID3
* xyz 0 1
C 3.3569 -1.2367 0.9880
C 2.2815 -0.6609 1.5149
C 0.9023 -1.1216 1.6410
C -0.0035 -0.6708 2.5305
N -1.3433 -0.8705 2.4535
H 4.3017 -0.7043 0.9854
H 3.4377 -2.2174 0.5319
H 2.4120 0.3720 1.8328
H 0.7417 -1.9986 1.0287
H 0.4024 -0.0397 3.3170
H -1.8989 -0.3122 3.0735
H -1.7925 -1.1981 1.6176
O 1.4934 0.8548 -1.8505
H 2.3927 1.1328 -1.6510
H 0.9494 1.2565 -1.1548
O -2.9864 0.4206 0.6033
H -2.7272 0.5805 -0.3102
H -3.8224 0.9106 0.5657
O -0.1975 -3.1758 -2.3441
H -0.0319 -2.2559 -2.1371
H -1.0624 -3.4910 -2.5955
O -0.3611 1.7974 0.5240
H 0.4534 1.9815 1.0167
H -0.9325 1.0709 0.7913
O -1.4271 0.9114 -2.6264
H -0.6881 1.2185 -3.1733
H -1.9648 1.7039 -2.6985
O 0.4036 3.5531 -2.8548
H 1.3045 3.2539 -2.9974
H 0.3614 3.8004 -1.9257
O 1.7699 2.4096 2.1603
H 2.4454 3.0283 2.4626
H 1.2455 2.2739 2.9610
O -0.9228 -1.0456 -0.7090
H -0.9442 -0.4471 -1.4491
H -0.1378 -0.8363 -0.1699
O -2.5819 -3.7443 -0.4831
H -1.6874 -3.4984 -0.7549
H -3.1419 -3.0055 -0.7144
*
```


Entry 7:
This record from OMol25 describes a structure of composition C4H26CuNO9. The level of theory is ωB97M-V with the def2-TZVPD basis set.

Calculated values
**E_tot**: -69124.9413 eV
**LUMO**: -0.8 eV

```
! RIJCOSX wB97M-V def2-TZVPD def2/J DEFGRID3
* xyz 0 1
Cu -15.0914 -13.5894 33.4222
O -15.5277 -15.9763 33.4747
H -15.5728 -15.4346 32.6629
C -13.4951 -11.5812 30.7597
C -14.7461 -12.5296 30.8746
C -15.7325 -12.4423 29.7088
O -16.6174 -11.2994 29.7873
C -17.4327 -11.1322 28.6224
N -14.2840 -13.8881 31.0319
H -12.9018 -11.5281 31.6726
H -13.9611 -10.6588 30.4131
H -12.8235 -11.8399 29.9410
H -15.2349 -12.2607 31.8110
H -16.3762 -13.3194 29.6420
H -15.1710 -12.4482 28.7746
H -18.2829 -10.5223 28.9277
H -17.8477 -12.0567 28.2210
H -16.9292 -10.6547 27.7819
H -14.4410 -14.4902 30.2364
H -13.2822 -13.8423 30.9114
O -17.7083 -16.5748 31.7282
H -18.4974 -16.3219 31.2490
H -17.3570 -15.7503 32.0643
O -12.8555 -16.2114 33.5744
H -12.6962 -17.0617 33.1648
H -13.8090 -16.1445 33.6257
O -17.6495 -15.7797 35.1150
H -17.5062 -16.5397 35.6790
H -16.9051 -15.7835 34.5133
O -16.3336 -18.4453 33.7534
H -15.8252 -18.8076 34.4791
H -15.9743 -17.5677 33.6232
O -17.3561 -13.5533 32.5806
H -17.5396 -12.6141 32.6007
H -18.2105 -13.9675 32.7017
O -14.6871 -17.3481 31.2686
H -14.8432 -16.8046 30.4963
H -15.0002 -16.8186 32.0019
O -15.0658 -14.2807 35.7669
H -15.2630 -15.1156 35.3422
H -15.8064 -14.1294 36.3542
*
```


Entry 8:
This record from OMol25 describes a cluster of 8 separate species, C4H26N2O7 in total. The level of theory is ωB97M-V with the def2-TZVPD basis set.

Calculated values
**SMILES**: C[C@@H](N)CCN.O.O.O.O.O.O.O
**E_tot**: -21883.4798 eV
**LUMO**: 0.5 eV

```
! RIJCOSX wB97M-V def2-TZVPD def2/J DEFGRID3
* xyz 0 1
C -2.1808 -0.1401 -0.8062
C -0.7430 -0.4254 -0.3183
N -0.2533 0.6298 0.6162
C -0.6732 -1.8271 0.3177
C 0.6942 -2.1833 0.9218
N 1.7759 -1.9440 -0.0854
H -2.4366 -0.8036 -1.5830
H -2.9079 -0.1352 0.0044
H -2.1819 0.8599 -1.2883
H -0.1000 -0.4279 -1.1846
H -0.8950 0.8349 1.3492
H -0.1527 1.4331 0.1003
H -0.9830 -2.5432 -0.4646
H -1.4980 -1.9452 1.1479
H 0.8468 -1.6115 1.8321
H 0.7007 -3.2819 1.1847
H 2.6486 -2.3889 0.1938
H 1.9419 -0.9633 -0.2009
O 3.3370 1.4093 -0.8684
H 3.7571 2.2654 -0.6729
H 3.0055 1.1178 -0.0264
O 2.3674 0.6476 1.5156
H 2.3251 1.2895 2.2149
H 1.4150 0.4412 1.2319
O 1.1995 1.4415 -2.4736
H 1.1628 0.4744 -2.8037
H 2.0288 1.4438 -1.9759
O -3.1623 -0.5789 2.4778
H -2.3099 -0.6175 1.9429
H -3.0420 -1.1981 3.1821
O 1.1204 -1.5033 -2.9346
H 0.5158 -2.1733 -3.3705
H 1.3803 -1.8447 -2.0669
O -0.7549 2.9749 -1.4375
H -0.9254 3.5135 -2.1389
H -0.0518 2.3609 -1.7715
O -1.9472 1.7844 2.8383
H -2.3910 2.5598 2.5058
H -2.6329 1.0546 2.8947
*
```


Entry 9:
This record from OMol25 describes a cluster of 8 separate species, C4H26N2O7 in total. The level of theory is ωB97M-V with the def2-TZVPD basis set.

Calculated values
**SMILES**: NCCCCN.O.O.O.O.O.O.O
**E_tot**: -21881.6533 eV
**LUMO**: 0.3 eV

```
! RIJCOSX wB97M-V def2-TZVPD def2/J DEFGRID3
* xyz 0 1
N -0.2348 -2.7816 -0.6658
C -0.4905 -2.7032 0.7946
C -1.2008 -1.3776 1.0277
C -1.2050 -0.7634 2.4199
C -0.3985 0.5536 2.4324
N -0.7725 1.5796 1.4327
H 0.7229 -2.3926 -0.7514
H -0.1378 -3.7765 -0.8781
H -0.9652 -3.5891 1.2141
H 0.4468 -2.8774 1.3840
H -0.7000 -0.6847 0.3542
H -2.2609 -1.5067 0.7396
H -0.7388 -1.4308 3.1882
H -2.1587 -0.7149 2.9451
H -0.4208 0.9327 3.4781
H 0.6785 0.4365 2.3786
H -0.8582 1.1782 0.5188
H -1.4896 2.1639 1.8209
O 0.5862 1.9289 -2.9390
H -0.3552 1.7980 -3.0805
H 0.9250 1.0343 -3.0623
O -0.4574 -1.4809 -3.3525
H -0.4487 -1.8607 -2.4612
H -1.3101 -1.6586 -3.7695
O 4.4554 1.2921 -0.1992
H 4.3028 1.7753 -1.0191
H 4.2356 2.0679 0.3452
O -2.5253 0.7920 -2.0222
H -2.9584 1.4665 -2.5496
H -1.8261 0.2509 -2.4108
O 2.5231 2.6117 1.6942
H 2.2272 1.7691 2.0646
H 1.9520 3.0973 1.1002
O -2.8206 2.6572 0.0788
H -2.0662 3.2126 -0.1113
H -2.8835 2.0400 -0.6665
O 2.5561 -1.7895 -0.3391
H 3.1828 -2.3617 -0.8194
H 2.8893 -0.8881 -0.3145
*
```


Entry 10:
This record from OMol25 describes a cluster of 8 separate species, C4H26N3O7S in total. The level of theory is ωB97M-V with the def2-TZVPD basis set.

Calculated values
**E_tot**: -34206.7322 eV
**LUMO**: 2.8 eV

```
! RIJCOSX wB97M-V def2-TZVPD def2/J DEFGRID3
* xyz -1 1
C -1.1175 0.1495 1.7049
N -0.6871 1.3985 0.9394
C -1.8941 2.2072 0.8585
N -2.8169 1.7766 -0.2486
C -0.1138 -0.9164 1.5494
C 0.3463 -1.1500 0.1088
S 1.3080 -2.6968 0.0097
N 0.8729 -0.5755 2.5925
H -1.3939 0.6374 2.6075
H -2.1516 -0.0940 1.4806
H -0.4191 1.1720 -0.0678
H -2.7490 2.2912 1.6691
H -1.5487 3.2825 0.6772
H -3.3710 0.9866 -0.0058
H -3.4579 2.4699 -0.5650
H -0.7114 -1.7455 2.0509
H 0.9108 -0.2617 -0.2022
H -0.3197 -1.3598 -0.7305
H 1.7640 -0.2485 2.3165
H 1.1725 -1.4925 2.9605
H 4.2961 -0.0490 0.6559
H 2.9377 -0.5144 0.9823
O 3.7909 -0.3435 1.4836
H -1.7443 -3.1473 0.0561
H -1.6779 -3.5187 1.5227
O -2.1520 -3.6821 0.7535
H 1.5703 3.3001 2.2207
H 0.8835 2.3153 1.3870
O 1.6403 2.9228 1.4191
H -0.3735 -2.8969 -3.2711
H -1.4695 -2.2847 -2.4571
O -0.9056 -2.2464 -3.1968
H 1.8000 -1.5069 -1.8204
H 3.0074 -1.3698 -2.6492
O 2.1252 -1.0223 -2.4796
H 2.3255 0.6625 -1.8624
H 2.6265 1.6995 -0.8538
O 3.0568 1.2255 -1.5752
H -2.2325 1.7773 -2.7556
H -1.3714 1.0008 -3.7144
O -1.7562 1.8471 -3.5510
*
```


Entry 11:
This record from OMol25 describes a cluster of 9 separate species, C4H26NO10 in total. The level of theory is ωB97M-V with the def2-TZVPD basis set.

Calculated values
**E_tot**: -26534.9534 eV
**LUMO**: 2.9 eV

```
! RIJCOSX wB97M-V def2-TZVPD def2/J DEFGRID3
* xyz -1 1
C -1.6702 -1.8383 -1.0233
O -1.9811 -2.2750 -2.3675
C -1.2473 -0.3678 -0.8430
C 0.1651 0.1460 -1.4561
C 0.0951 0.5988 -2.9612
O 0.5529 1.1669 -0.6461
N -1.0190 -0.2892 0.7038
H -0.9872 -2.5794 -0.5026
H -2.6158 -2.0404 -0.6078
H -2.0296 0.3625 -1.1635
H 0.6864 -0.8202 -1.4172
H -0.5482 1.5038 -2.9840
H 1.1324 0.7229 -3.3402
H -0.4581 -0.0485 -3.7999
H 1.3551 0.9135 0.3838
H -1.8088 0.2387 1.1710
H -0.1986 0.4677 0.9526
H -3.8252 1.2446 0.7205
H -2.7321 1.9294 0.1069
O -3.5099 2.1392 0.6724
H 2.6370 0.4679 2.4547
H 1.2617 -2.1350 0.4014
O 2.1450 -1.8120 0.3732
H 2.3857 -0.9063 0.7443
H 2.9491 1.2900 0.3934
O 2.3803 0.7044 0.9250
H 2.7772 -1.0939 2.8068
H -1.2442 -2.6922 -2.8283
O 2.9338 -0.2039 3.1464
H -1.9640 -0.8181 2.9978
H -0.6203 -0.5887 3.6665
O -1.5439 -0.8771 3.8974
H -0.7051 2.3207 -0.8809
H -1.0120 3.7712 -0.9893
O -1.5036 2.8907 -0.9783
H 2.6245 -2.7560 -1.3994
H 1.4980 -2.1818 -2.2374
O 1.9403 -3.0370 -2.1334
H 1.2264 2.7578 2.2250
H 1.2370 1.4244 2.7555
O 1.2410 2.2997 3.0611
*
```


Entry 12:
This record from OMol25 describes a cluster of 9 separate species, C4H26NO11 in total. The level of theory is ωB97M-V with the def2-TZVPD basis set.

Calculated values
**E_tot**: -28575.4325 eV
**LUMO**: -2.4 eV

```
! RIJCOSX wB97M-V def2-TZVPD def2/J DEFGRID3
* xyz 1 1
O 0.5169 0.3496 -2.8323
C 0.1270 -0.6330 -2.3185
O -0.4808 -1.6301 -2.8353
C -0.1950 -0.6764 -0.7893
C 1.2085 -0.8884 -0.0229
C 0.9297 -1.6341 1.2386
O 0.8680 -0.6037 2.2961
N -0.8593 0.5724 -0.3046
H -0.5489 -1.8003 -3.8210
H -0.8614 -1.5402 -0.5183
H 1.9142 -1.5588 -0.6860
H 1.7134 0.0286 0.0341
H -0.1751 -1.9993 1.2837
H 1.5489 -2.5039 1.6227
H 0.4609 -0.9990 3.0216
H -0.6504 0.6976 0.7018
H -1.8482 0.4582 -0.3283
H -0.2726 1.3865 -0.6720
H 0.6884 3.8702 -1.0296
H 0.5655 3.3775 0.4762
O 0.5369 3.1474 -0.4524
H 2.9077 2.3497 1.9729
H 2.4430 0.8014 2.3886
O 2.6883 1.6702 2.6916
H 3.4906 1.5106 -1.2011
H 2.6419 2.6637 -0.6124
O 2.8430 1.7198 -0.5734
H -4.4484 -1.2832 -1.8646
H -5.1218 -1.9624 -0.6697
O -4.2850 -1.6249 -0.9693
H -1.9371 -0.6526 2.7832
H -1.4466 0.7299 3.0939
O -1.6398 0.1501 2.3559
H -3.9211 -2.1012 1.9264
H -4.2694 -2.4219 3.2519
O -3.4906 -2.1648 2.7979
H 1.3291 -1.2884 -4.9049
H 2.4758 -1.8921 -3.9817
O 1.5725 -1.9497 -4.2603
H -0.2113 3.1435 3.1852
H 1.2942 3.1299 2.7163
O 0.3589 3.0366 2.4180
*
```